Computed, not measured: 11 unconnected molecules or ions with the total composition C44H121N11O11 in a non-equilibrium geometry, with ωB97M-V/def2-TZVPD.

Computed properties:
- Lowest unoccupied orbital energy: 0.0143 hartree
- M: 980.52 g mol⁻¹
- Charge: 0
- Energy relative to the best compared isomer or geometry (same formula, charge and spin): 205.92 kcal/mol

Each line ends with the Mulliken charge.
Positions of all 187 atoms, in Å:
C 11.607 -3.153 9.367  -0.8271
O 12.364 -2.820 8.222  -0.3265
C 11.543 -2.861 7.109  -0.6250
C 12.173 -2.243 5.853  0.3921
C 11.136 -1.921 4.725  -1.3699
N 13.191 -3.110 5.211  -0.7842
H 12.031 -2.761 10.292  0.2853
H 11.489 -4.229 9.497  0.3325
H 10.554 -2.877 9.405  0.3269
H 11.428 -3.940 7.008  0.2626
H 10.508 -2.531 7.192  0.3926
H 12.694 -1.314 6.084  0.3495
H 11.738 -1.490 3.925  0.3653
H 10.327 -1.214 4.912  0.3836
H 10.832 -2.921 4.416  0.2926
H 12.946 -4.080 5.071  0.2501
H 13.820 -3.139 6.000  0.2994
C 6.204 -8.636 1.308  -0.6912
O 7.427 -9.355 1.528  -0.3189
C 7.872 -9.234 2.875  -0.9581
C 9.329 -9.561 3.023  0.6816
C 9.633 -9.701 4.481  -1.4104
N 10.146 -8.498 2.485  -0.6654
H 5.514 -9.002 2.069  0.2959
H 5.938 -8.877 0.279  0.2306
H 6.401 -7.566 1.369  0.2908
H 7.911 -8.243 3.327  0.3865
H 7.181 -9.863 3.437  0.4081
H 9.497 -10.526 2.544  0.2289
H 10.655 -10.026 4.676  0.3779
H 8.946 -10.469 4.837  0.3570
H 9.479 -8.833 5.122  0.3264
H 11.107 -8.801 2.556  0.2303
H 9.827 -8.308 1.545  0.2307
C 3.357 3.112 -9.840  -0.6623
O 3.362 3.582 -8.496  -0.3693
C 2.178 3.661 -7.789  -0.6800
C 1.341 4.980 -8.215  0.5555
C 2.252 6.158 -8.032  -1.3799
N 0.194 5.250 -7.378  -0.7558
H 2.803 2.181 -9.723  0.3133
H 4.361 2.953 -10.234  0.2422
H 2.570 3.640 -10.379  0.2752
H 1.628 2.727 -7.902  0.4087
H 2.478 3.632 -6.741  0.2885
H 1.023 5.063 -9.255  0.1507
H 3.162 5.992 -8.609  0.3106
H 2.386 6.432 -6.986  0.3344
H 1.751 7.001 -8.510  0.4258
H -0.149 6.176 -7.591  0.2765
H 0.356 5.396 -6.392  0.2662
C -5.630 1.388 -6.520  -0.7416
O -6.974 1.502 -6.109  -0.2958
C -7.453 2.783 -6.121  -0.6292
C -8.909 2.690 -5.921  0.4208
C -9.632 2.048 -7.189  -1.4557
N -9.458 4.058 -5.826  -0.6757
H -5.435 1.740 -7.533  0.3042
H -5.208 0.392 -6.386  0.2360
H -5.110 2.045 -5.822  0.3018
H -6.828 3.320 -5.407  0.4099
H -7.212 3.034 -7.154  0.2583
H -8.994 2.107 -5.003  0.2502
H -10.721 2.107 -7.186  0.3804
H -9.314 1.009 -7.278  0.3585
H -9.342 2.451 -8.160  0.3879
H -8.859 4.726 -5.363  0.2353
H -9.654 4.457 -6.733  0.2542
C -3.952 3.100 7.126  -0.7641
O -5.260 2.765 6.644  -0.2603
C -5.784 1.521 7.078  -0.6786
C -7.253 1.408 6.482  0.1482
C -7.268 1.689 4.945  -1.1863
N -8.101 2.382 7.243  -0.7612
H -3.307 2.284 6.799  0.3061
H -3.878 3.202 8.208  0.2885
H -3.714 4.070 6.687  0.2232
H -5.211 0.625 6.839  0.4235
H -6.047 1.465 8.134  0.3459
H -7.556 0.370 6.620  0.3935
H -6.595 0.927 4.552  0.2934
H -6.882 2.703 4.845  0.2921
H -8.243 1.605 4.466  0.3772
H -8.999 2.453 6.786  0.2700
H -7.741 3.249 6.868  0.2887
C -0.448 -4.980 4.148  -0.7142
O -1.902 -5.103 4.038  -0.3251
C -2.635 -5.477 5.277  -0.6612
C -4.119 -5.206 5.157  0.4475
C -4.880 -5.614 6.353  -1.5168
N -4.829 -5.782 3.984  -0.7136
H -0.006 -5.744 4.789  0.3070
H -0.246 -3.991 4.560  0.2841
H 0.045 -5.011 3.176  0.2372
H -2.508 -6.547 5.438  0.2971
H -2.254 -5.002 6.181  0.3664
H -4.225 -4.122 5.119  0.2763
H -4.775 -6.647 6.684  0.3504
H -5.944 -5.438 6.195  0.3770
H -4.541 -4.936 7.137  0.3875
H -4.323 -5.498 3.158  0.3065
H -4.602 -6.757 4.116  0.2931
C -7.010 -4.663 -2.791  -0.8142
O -8.003 -4.473 -1.876  -0.3074
C -9.000 -3.478 -2.099  -0.6973
C -10.149 -3.586 -0.979  0.5632
C -11.126 -2.485 -1.277  -1.4574
N -9.711 -3.426 0.428  -0.6655
H -6.626 -5.671 -2.626  0.2780
H -6.082 -4.091 -2.773  0.2775
H -7.491 -4.816 -3.757  0.3397
H -8.541 -2.494 -1.999  0.2797
H -9.402 -3.489 -3.112  0.4272
H -10.692 -4.530 -1.031  0.2170
H -11.761 -2.222 -0.431  0.4149
H -11.799 -2.885 -2.036  0.3573
H -10.701 -1.553 -1.648  0.3377
H -9.362 -2.560 0.814  0.2094
H -8.990 -4.104 0.632  0.2406
C -11.134 10.405 -3.580  -0.8101
O -9.878 9.958 -3.019  -0.3072
C -9.838 9.925 -1.583  -0.7628
C -8.397 9.706 -1.017  0.5449
C -7.967 8.269 -1.130  -1.5520
N -8.234 10.271 0.282  -0.7283
H -11.023 10.861 -4.564  0.2917
H -11.527 11.254 -3.022  0.3216
H -11.957 9.692 -3.534  0.3093
H -10.314 10.741 -1.040  0.4506
H -10.537 9.141 -1.292  0.3919
H -7.642 10.085 -1.706  0.1786
H -6.992 8.099 -0.671  0.3798
H -7.807 7.908 -2.145  0.3652
H -8.662 7.487 -0.825  0.3468
H -8.956 9.830 0.834  0.2663
H -7.386 9.863 0.650  0.3134
C 0.903 10.646 2.729  -0.7135
O 1.647 10.123 1.612  -0.3516
C 1.859 8.778 1.606  -0.7993
C 3.194 8.404 2.095  0.8117
C 4.238 8.557 1.023  -1.4582
N 3.013 7.006 2.442  -0.7081
H 1.055 11.725 2.712  0.2550
H 1.418 10.240 3.600  0.3197
H -0.134 10.320 2.811  0.2790
H 1.065 8.294 2.174  0.4238
H 1.661 8.484 0.575  0.2753
H 3.513 8.856 3.034  0.1854
H 4.263 9.608 0.734  0.3364
H 4.003 7.987 0.125  0.3283
H 5.222 8.183 1.309  0.3676
H 2.821 6.304 1.742  0.2213
H 2.329 6.858 3.171  0.2271
C 10.470 -8.932 -3.606  -0.7373
O 11.072 -7.674 -3.729  -0.3061
C 11.062 -7.082 -4.985  -0.8023
C 11.065 -5.586 -4.805  0.4463
C 9.827 -5.237 -3.880  -1.2674
N 10.951 -4.800 -5.996  -0.6877
H 10.921 -9.667 -4.272  0.3124
H 9.388 -8.877 -3.727  0.3083
H 10.641 -9.247 -2.577  0.2414
H 11.954 -7.448 -5.492  0.4056
H 10.247 -7.328 -5.665  0.4257
H 11.929 -5.384 -4.171  0.2000
H 8.939 -5.708 -4.301  0.3158
H 9.721 -4.152 -3.876  0.3351
H 9.866 -5.780 -2.936  0.3329
H 11.553 -5.144 -6.730  0.2243
H 11.245 -3.840 -5.881  0.2530
C 2.705 -0.853 -0.894  -0.8002
O 1.530 -0.530 -0.254  -0.3713
C 0.331 -0.938 -0.962  -0.6505
C -0.806 -0.103 -0.429  0.2291
C -0.829 1.464 -0.578  -1.4068
N -1.007 -0.294 0.970  -0.7619
H 3.077 -0.050 -1.530  0.2749
H 2.585 -1.798 -1.423  0.3617
H 3.499 -0.935 -0.152  0.2460
H 0.475 -0.878 -2.041  0.4407
H -0.107 -1.935 -0.910  0.3578
H -1.705 -0.371 -0.985  0.4362
H -0.914 1.806 -1.610  0.3623
H 0.067 1.853 -0.095  0.2621
H -1.658 1.902 -0.022  0.3728
H -0.022 -0.178 1.164  0.3818
H -1.232 -1.278 1.010  0.2664

---

Computed, not measured: 12 unconnected molecules or ions with the total composition C44H122N10O14 in a non-equilibrium geometry, with ωB97M-V/def2-TZVPD.

Computed properties:
- Lowest unoccupied orbital energy: 0.0068 hartree
- M: 1015.52 g mol⁻¹
- Charge: 0
- Energy relative to the best compared isomer or geometry (same formula, charge and spin): 272.72 kcal/mol

Each line ends with the Mulliken charge.
Positions of all 190 atoms, in Å:
C 16.538 -3.010 11.124  0.3311
O 15.891 -1.714 11.308  -0.4545
C 16.770 -0.614 10.961  -0.1192
C 16.128 0.740 11.135  0.3952
C 15.032 0.948 10.018  -1.2580
N 17.039 1.813 11.018  -0.6491
H 17.028 -3.195 10.169  -0.3425
H 15.781 -3.793 11.172  0.1277
H 17.219 -3.195 11.955  0.3996
H 17.612 -0.565 11.652  0.3716
H 17.149 -0.893 9.978  -0.2065
H 15.621 0.636 12.094  0.3218
H 14.576 -0.016 9.791  0.3446
H 15.442 1.475 9.156  0.2059
H 14.242 1.614 10.364  0.3686
H 17.671 1.650 10.248  0.1141
H 16.492 2.648 10.865  0.2769
C 19.986 0.095 3.338  0.0320
O 21.142 0.548 2.598  -0.3853
C 21.854 1.614 3.209  -1.0206
C 23.168 1.815 2.431  1.0332
C 24.099 2.812 3.133  -1.3203
N 22.972 2.134 1.043  -0.8944
H 19.836 -0.941 3.036  0.0348
H 19.215 0.847 3.166  0.5600
H 20.252 0.147 4.394  -0.3304
H 21.276 2.534 3.129  0.5161
H 22.087 1.295 4.225  0.1566
H 23.495 0.775 2.402  0.0443
H 24.263 3.758 2.616  0.4059
H 25.036 2.268 3.246  0.2772
H 23.707 2.903 4.146  0.3285
H 23.701 1.873 0.395  0.2429
H 22.264 1.511 0.681  0.2678
C 18.860 -9.181 9.437  -0.8374
O 19.057 -8.158 10.343  -0.2314
C 20.267 -7.417 10.120  -0.4852
C 19.973 -5.961 10.569  1.9402
C 21.240 -5.072 10.405  -1.4996
N 19.598 -5.923 11.982  -0.8036
H 19.656 -9.926 9.456  0.3457
H 18.730 -8.822 8.416  0.2306
H 17.894 -9.648 9.626  0.2912
H 21.089 -8.014 10.516  0.3656
H 20.507 -7.408 9.057  0.0327
H 19.059 -5.612 10.088  -0.7816
H 22.145 -5.659 10.560  0.4145
H 21.160 -4.252 11.120  0.4508
H 21.283 -4.737 9.369  0.1030
H 18.891 -6.644 12.014  0.3210
H 20.408 -6.370 12.386  0.3278
C 13.264 2.406 1.680  -0.7367
O 13.733 2.084 2.991  -0.2074
C 14.835 2.721 3.583  -0.5869
C 14.828 2.817 5.111  0.1536
C 16.095 3.443 5.661  -1.2838
N 14.786 1.427 5.641  -0.2614
H 14.098 2.270 0.991  0.2735
H 12.850 3.413 1.626  0.3215
H 12.377 1.790 1.532  0.2336
H 15.789 2.227 3.397  0.2004
H 14.873 3.731 3.174  0.4326
H 13.932 3.369 5.394  0.4014
H 16.079 3.642 6.733  0.3648
H 16.110 4.428 5.195  0.4321
H 17.019 2.947 5.365  0.1327
H 13.865 1.032 5.762  0.2602
H 15.358 0.941 4.964  -0.1123
C 24.483 -10.374 5.920  -0.7582
O 24.022 -9.036 5.619  -0.2958
C 22.609 -8.847 5.821  -0.9146
C 22.070 -7.436 5.710  1.3436
C 23.037 -6.477 6.430  -1.3421
N 20.702 -7.337 6.389  -0.3635
H 24.097 -11.020 5.132  0.3125
H 24.202 -10.806 6.881  0.3141
H 25.571 -10.429 5.934  0.2521
H 22.155 -9.408 5.004  0.3942
H 22.246 -9.094 6.819  0.3198
H 22.005 -7.007 4.710  -0.3100
H 23.648 -6.976 7.182  0.3389
H 22.409 -5.751 6.948  0.2686
H 23.698 -6.018 5.695  0.3350
H 19.967 -7.783 5.857  0.2917
H 20.436 -6.375 6.236  -0.2489
C 12.172 -6.135 3.797  -0.5510
O 11.697 -4.924 4.181  -0.3220
C 11.125 -4.286 3.098  -0.5194
C 10.847 -2.795 3.406  0.1868
C 12.044 -1.774 3.556  -0.6578
N 10.034 -2.538 4.603  -0.7558
H 12.924 -5.893 3.045  0.1155
H 11.414 -6.814 3.407  0.3205
H 12.704 -6.618 4.616  0.2435
H 11.901 -4.158 2.343  0.1461
H 10.275 -4.788 2.637  0.4143
H 10.291 -2.472 2.526  0.4602
H 11.745 -0.730 3.458  0.4517
H 12.760 -2.062 2.787  -0.3941
H 12.584 -1.944 4.487  0.2628
H 9.150 -2.888 4.263  0.3023
H 10.393 -3.226 5.250  0.3354
C 21.278 -4.916 3.168  -0.4246
O 21.300 -5.254 1.825  -0.5212
C 20.039 -5.030 1.106  -0.5126
C 20.223 -5.539 -0.362  0.4901
C 21.171 -4.604 -1.080  -1.4451
N 19.031 -5.562 -1.196  -0.7365
H 22.254 -5.097 3.618  0.3824
H 20.495 -5.343 3.794  0.6364
H 21.166 -3.832 3.142  -0.1103
H 19.225 -5.577 1.583  0.2591
H 19.707 -3.992 1.079  0.1758
H 20.690 -6.523 -0.402  0.2371
H 21.001 -3.528 -1.079  0.3044
H 21.422 -4.788 -2.125  0.4457
H 22.143 -4.719 -0.601  0.2988
H 19.391 -5.659 -2.134  0.3160
H 18.584 -4.656 -1.198  0.2376
C 16.030 -4.599 1.355  -0.4401
O 16.053 -3.112 1.471  0.2051
C 15.162 -2.540 0.484  -0.6277
C 15.756 -1.163 0.044  0.8686
C 14.767 -0.242 -0.668  -1.6630
N 16.900 -1.440 -0.774  -0.7422
H 17.016 -5.025 1.541  -0.1739
H 15.877 -5.039 0.370  0.4109
H 15.426 -5.158 2.070  0.1825
H 14.974 -3.141 -0.406  0.4929
H 14.212 -2.366 0.990  -0.1057
H 16.064 -0.674 0.969  -0.0462
H 15.156 0.758 -0.856  0.4265
H 13.818 -0.137 -0.141  0.3154
H 14.575 -0.749 -1.614  0.4192
H 17.603 -1.752 -0.120  0.2159
H 17.247 -0.518 -0.996  0.3371
C 16.188 -2.020 4.320  -0.7439
O 17.565 -1.605 4.776  0.3617
C 17.900 -1.958 6.115  -0.5303
C 18.231 -3.449 6.377  0.2187
C 18.807 -3.545 7.815  -0.0514
N 19.135 -3.895 5.363  0.0797
H 15.358 -1.636 4.913  0.4026
H 16.035 -3.066 4.053  0.2107
H 16.127 -1.303 3.500  -0.0725
H 18.751 -1.392 6.493  -0.4327
H 17.035 -1.616 6.684  0.5103
H 17.285 -3.960 6.198  0.4278
H 19.838 -3.200 7.742  0.2282
H 18.873 -4.547 8.239  -0.2273
H 18.147 -3.104 8.563  -0.8635
H 18.684 -3.780 4.466  0.2135
H 20.021 -3.459 5.151  -0.2096
C 22.432 -1.456 6.746  -0.5027
O 23.466 -2.070 5.944  -0.5665
C 23.194 -2.022 4.514  1.7059
C 24.465 -2.591 3.816  0.5874
C 25.757 -1.711 3.892  -1.1906
N 24.210 -2.836 2.430  -0.6520
H 21.400 -1.555 6.409  -0.0979
H 22.494 -0.395 6.987  0.2846
H 22.663 -1.915 7.708  0.4512
H 22.391 -2.744 4.360  -0.7397
H 22.919 -1.040 4.130  -0.5868
H 24.569 -3.583 4.254  0.0733
H 25.810 -1.502 4.960  0.3212
H 25.681 -0.687 3.525  0.1470
H 26.635 -2.136 3.406  0.3730
H 23.252 -3.127 2.297  0.0942
H 24.821 -3.541 2.042  0.3122
O 14.867 -6.890 11.528  -0.5777
C 15.773 -7.563 10.767  -0.2443
C 15.809 -7.072 9.294  -0.4150
O 16.274 -5.740 9.226  -0.2639
H 15.180 -5.983 11.513  0.3382
H 16.779 -7.479 11.178  0.0177
H 15.401 -8.583 10.863  0.3376
H 14.801 -7.113 8.880  0.2917
H 16.351 -7.657 8.551  0.3822
H 16.906 -5.877 8.517  0.0605
O 21.531 1.713 7.495  -0.4732
C 20.134 1.739 7.400  -0.0762
C 19.610 0.973 8.614  0.3410
O 19.515 1.682 9.795  -0.6017
H 21.804 2.414 8.091  0.2552
H 19.581 2.660 7.215  0.3766
H 20.155 1.097 6.520  -0.2543
H 20.335 0.191 8.845  0.2973
H 18.644 0.568 8.315  -0.1410
H 20.162 1.407 10.449  0.3512